No. 1
{
  "formula": "C22H28GeN3O4RhSSb",
  "method": "ωB97M-V/def2-TZVPD",
  "elements": ["Rh", "C", "C", "C", "C", "C", "C", "N", "Sb", "C", "C", "C", "C", "C", "C", "N", "C", "C", "C", "C", "C", "C", "N", "H", "H", "H", "H", "H", "H", "H", "H", "H", "H", "H", "H", "H", "H", "H", "H", "H", "H", "O", "S", "O", "O", "O", "C", "Ge", "C", "C", "C", "H", "H", "H", "H", "H", "H", "H", "H", "H", "H"],
  "positions_angstrom": [[0.60265, -0.42559, 0.26416], [-1.57540, -2.43252, 1.08338], [-0.98856, -1.80877, 2.30992], [-1.43369, -2.13861, 3.57977], [-0.85586, -1.54793, 4.69231], [0.17536, -0.64829, 4.48859], [0.59294, -0.35228, 3.19700], [0.00292, -0.91061, 2.12033], [2.28827, 0.93456, 2.89876], [3.31989, -0.39860, 1.57202], [4.68040, -0.49703, 1.75788], [5.36325, -1.45285, 0.95352], [4.71582, -2.08110, -0.04564], [3.32058, -1.68840, -0.40946], [2.61648, -2.95192, -0.96260], [2.61350, -1.07648, 0.67487], [1.31302, 2.28465, 1.51555], [1.81612, 3.57572, 1.40027], [1.18593, 4.47559, 0.55874], [0.03777, 4.07329, -0.09822], [-0.42831, 2.77595, 0.07778], [-1.72334, 2.33277, -0.55806], [0.22146, 1.89183, 0.84531], [-2.24735, -3.24968, 1.34899], [-0.77235, -2.79906, 0.43754], [-2.13487, -1.68480, 0.51455], [-2.22979, -2.86439, 3.68315], [-1.19291, -1.79373, 5.69146], [0.67072, -0.17519, 5.32732], [5.18416, 0.06684, 2.53116], [6.40041, -1.69596, 1.16264], [5.20408, -2.83318, -0.65571], [3.11977, -3.19967, -1.90673], [0.98706, -2.17595, -1.68943], [2.82338, -3.74981, -0.24905], [2.70203, 3.86256, 1.95375], [1.57936, 5.47556, 0.42306], [-0.49960, 4.75235, -0.74821], [-2.09745, 3.15739, -1.17076], [-2.45561, 2.18483, 0.24550], [-0.79419, 1.14681, -2.11445], [3.51889, -0.66077, -1.48364], [2.37886, -0.21976, -2.59669], [2.77280, 1.15052, -2.90696], [1.21394, -2.93092, -1.12084], [1.08588, -0.22595, -1.77142], [-4.62871, -0.01210, -1.04889], [-3.25490, 0.57514, -2.33194], [-2.88071, -0.87854, -3.59243], [-3.96689, 2.13116, -3.30860], [-1.60806, 1.06371, -1.39348], [-5.57359, -0.21735, -1.55493], [-4.80681, 0.75694, -0.29527], [-4.31365, -0.92219, -0.53633], [-3.74623, -1.10267, -4.21786], [-2.60079, -1.78378, -3.05238], [-2.04594, -0.60299, -4.23748], [-4.85555, 1.86415, -3.88246], [-3.21861, 2.52304, -3.99920], [-4.23940, 2.92747, -2.61404], [-1.33856, 0.20661, -0.75612]],
  "lumo_ev": [2.60, 2.60],
  "de_lowest_kcal_mol": 12.2,
  "total_charge": -1,
  "e_homo_ev": [-2.954, -3.187],
  "total_energy_ha": -4146.24120,
  "fmax_ha_per_bohr": 0.012,
  "gap_ev": [5.6, 5.8]
}

---

No. 2
{
  "formula": "C7H14N3O",
  "method": "ωB97M-V/def2-TZVPD",
  "elements": ["C", "C", "C", "C", "O", "N", "C", "N", "C", "C", "N", "H", "H", "H", "H", "H", "H", "H", "H", "H", "H", "H", "H", "H", "H"],
  "positions_angstrom": [[0.50242, -1.92998, -3.56729], [0.05784, -1.26347, -2.33126], [-1.22112, -1.17183, -1.80440], [-1.11289, -0.40169, -0.64783], [-2.04488, -0.08183, 0.19648], [0.18665, 0.00815, -0.51859], [0.74586, 0.07797, 1.05604], [-0.14753, 0.89057, 1.78839], [-0.06331, 2.30983, 1.44879], [-0.03057, 0.67363, 3.22800], [0.89340, -0.59875, -1.50895], [1.56615, -2.15506, -3.54227], [0.30163, -1.28879, -4.42681], [-0.06201, -2.85107, -3.71470], [-2.11702, -1.62054, -2.17867], [-1.64792, 0.36214, 0.99660], [1.75559, 0.48178, 0.90940], [0.76816, -0.95054, 1.40960], [0.86946, 2.76419, 1.79254], [-0.14272, 2.43346, 0.37097], [-0.89522, 2.82866, 1.92120], [-0.12023, -0.38573, 3.45776], [0.92823, 1.03704, 3.61530], [-0.83347, 1.20922, 3.72638], [1.86349, -0.37738, -1.67668]],
  "lumo_ev": -2.98,
  "de_lowest_kcal_mol": 21.5,
  "smiles": "Cc1cc(O)[n+](CN(C)C)[nH]1",
  "total_charge": 1,
  "e_homo_ev": -13.542,
  "total_energy_ha": -514.37558,
  "fmax_ha_per_bohr": 0.060,
  "gap_ev": 10.6
}

---

No. 3
{
  "formula": "C15H23N3",
  "method": "ωB97M-V/def2-TZVPD",
  "elements": ["C", "C", "N", "C", "N", "C", "C", "C", "C", "C", "C", "N", "C", "C", "C", "C", "C", "C", "H", "H", "H", "H", "H", "H", "H", "H", "H", "H", "H", "H", "H", "H", "H", "H", "H", "H", "H", "H", "H", "H", "H"],
  "positions_angstrom": [[1.02891, 2.82898, 0.14698], [0.70034, 2.02666, -1.11445], [0.61640, 0.60836, -0.87494], [-0.57427, -0.08994, -0.74746], [-1.65785, 0.58132, -0.26665], [-2.94582, 0.10779, -0.05908], [-3.31729, -1.20328, -0.34501], [-4.61910, -1.61005, -0.12245], [-5.56226, -0.73049, 0.38365], [-5.19324, 0.57313, 0.66967], [-3.89559, 0.99285, 0.45077], [-0.53037, -1.33076, -1.05599], [0.80438, -1.62865, -1.52358], [1.60605, -0.30644, -1.42682], [2.90461, -0.36291, -0.60624], [2.88134, -1.08309, 0.74821], [1.86013, -0.50219, 1.72094], [4.28082, -1.01822, 1.36174], [0.31256, 2.62313, 0.93929], [1.00743, 3.89317, -0.07627], [2.01923, 2.57321, 0.51308], [-0.24457, 2.38866, -1.54217], [1.48203, 2.20303, -1.86116], [-1.50104, 1.54203, -0.00262], [-2.57096, -1.87504, -0.73492], [-4.89990, -2.62863, -0.34692], [-6.57703, -1.05688, 0.55509], [-5.91920, 1.26870, 1.06536], [-3.61213, 2.01300, 0.67521], [1.23021, -2.41915, -0.90342], [0.75089, -2.00529, -2.54982], [1.88702, 0.03926, -2.43556], [3.23745, 0.66640, -0.44813], [3.65481, -0.85342, -1.23246], [2.63810, -2.13785, 0.58582], [1.93251, -1.01076, 2.68045], [2.04416, 0.55723, 1.88209], [0.84981, -0.63027, 1.34612], [4.30936, -1.56554, 2.30104], [4.56303, 0.01417, 1.55980], [5.01906, -1.45225, 0.69077]],
  "lumo_ev": 0.76,
  "de_lowest_kcal_mol": 0.1,
  "smiles": "CCN1C(Nc2ccccc2)=NC[C@@H]1CC(C)C",
  "e_homo_ev": -7.901,
  "total_energy_ha": -749.64864,
  "fmax_ha_per_bohr": 0.015,
  "gap_ev": 8.7
}

---

No. 4
{
  "formula": "C22H72N12O22",
  "method": "ωB97M-V/def2-TZVPD",
  "elements": ["C", "O", "N", "N", "H", "H", "H", "H", "C", "O", "N", "N", "H", "H", "H", "H", "C", "O", "N", "N", "H", "H", "H", "H", "C", "O", "N", "N", "H", "H", "H", "H", "C", "O", "N", "N", "H", "H", "H", "H", "C", "O", "N", "N", "H", "H", "H", "H", "C", "C", "O", "O", "H", "H", "H", "H", "H", "H", "C", "C", "O", "O", "H", "H", "H", "H", "H", "H", "C", "C", "O", "O", "H", "H", "H", "H", "H", "H", "C", "C", "O", "O", "H", "H", "H", "H", "H", "H", "C", "C", "O", "O", "H", "H", "H", "H", "H", "H", "C", "C", "O", "O", "H", "H", "H", "H", "H", "H", "C", "C", "O", "O", "H", "H", "H", "H", "H", "H", "C", "C", "O", "O", "H", "H", "H", "H", "H", "H"],
  "positions_angstrom": [[-2.27194, -1.85869, 3.08178], [-1.99361, -1.16972, 2.12286], [-1.42953, -2.62000, 3.77841], [-3.49944, -2.07495, 3.48792], [-1.76281, -3.42324, 4.28302], [-0.43654, -2.45096, 3.68894], [-3.75611, -2.66590, 4.26131], [-4.27413, -1.87606, 2.87324], [-0.07260, 2.35886, -3.71411], [-0.22702, 1.59764, -2.77540], [-0.16014, 3.68133, -3.65739], [0.02085, 1.84271, -4.93552], [-0.68473, 3.93123, -2.83385], [0.20213, 4.25305, -4.40166], [-0.15628, 0.84361, -4.99319], [-0.18987, 2.41172, -5.73994], [2.90384, 2.73602, 2.73780], [3.34524, 3.80282, 3.16655], [1.64396, 2.35989, 2.65257], [3.73035, 1.70688, 2.56949], [1.09109, 3.18078, 2.41329], [1.35500, 1.46461, 2.29351], [4.71509, 1.86276, 2.70936], [3.33806, 0.82445, 2.28133], [2.87812, -2.28140, -2.07992], [3.03848, -3.34788, -2.61471], [3.77809, -1.75929, -1.23274], [1.96050, -1.34177, -2.28835], [4.55618, -2.35001, -0.98368], [3.67512, -0.85808, -0.79341], [1.39981, -1.44183, -3.12281], [1.69011, -0.63019, -1.62565], [1.04256, -0.10637, 0.38721], [2.22918, 0.17921, 0.34095], [0.07877, 0.48941, -0.31686], [0.59410, -1.10435, 1.09750], [0.25124, 1.36925, -0.77681], [-0.84748, 0.10950, -0.20195], [-0.40823, -1.18996, 1.21706], [1.17550, -1.88066, 1.36675], [-0.99652, -1.46710, -4.32453], [-0.05402, -0.94890, -4.88486], [-1.64365, -2.50811, -4.80376], [-1.55878, -0.89061, -3.25753], [-1.13598, -3.12736, -5.41567], [-2.54055, -2.80830, -4.45945], [-1.09131, -0.03800, -2.96974], [-2.40010, -1.37214, -2.98593], [2.81697, -4.00518, 1.42341], [3.19797, -5.22787, 2.28415], [4.39663, -5.81981, 1.73642], [3.36882, -2.76188, 1.95967], [1.73403, -3.92911, 1.53185], [3.08174, -4.11711, 0.37221], [2.37986, -5.93615, 2.13423], [3.31617, -5.08149, 3.35807], [4.56493, -6.50846, 2.38626], [4.24986, -2.99660, 2.26542], [-0.20069, -3.49546, -1.14896], [-0.00083, -4.48351, -2.30119], [-1.28556, -5.09312, -2.62272], [-0.88230, -3.98385, -0.04630], [-0.82625, -2.64867, -1.44779], [0.72536, -3.01207, -0.84133], [0.62674, -5.28883, -1.91284], [0.64276, -4.02216, -3.05167], [-1.04445, -5.95306, -2.97587], [-1.69563, -4.25200, -0.48648], [1.30422, 4.84160, 0.57049], [0.58264, 4.84475, -0.75553], [0.09972, 6.12598, -0.93001], [0.41924, 4.66228, 1.64921], [1.92597, 5.71339, 0.77156], [2.01268, 4.00834, 0.57657], [-0.09454, 3.98436, -0.77794], [1.20604, 4.63120, -1.62785], [-0.51976, 6.17476, -1.66311], [-0.22814, 4.05544, 1.26701], [-2.14319, 3.19984, 2.38298], [-3.26156, 4.24669, 1.90482], [-2.77159, 5.49498, 1.61462], [-1.47310, 2.66464, 1.28402], [-2.66688, 2.40439, 2.91954], [-1.51893, 3.68988, 3.12949], [-4.06799, 4.33133, 2.63512], [-3.70215, 3.86284, 0.98168], [-2.53618, 5.64242, 0.69665], [-2.12936, 2.29973, 0.67631], [-4.81117, -1.71950, -0.44406], [-4.78903, -3.24486, -0.30608], [-4.90501, -3.59521, 1.05187], [-3.54982, -1.18603, -0.14653], [-5.48939, -1.33077, 0.31872], [-5.15137, -1.50089, -1.45602], [-3.85137, -3.62802, -0.71803], [-5.48349, -3.77329, -0.96409], [-4.50908, -4.46135, 1.17730], [-3.24181, -1.46517, 0.72710], [-3.51515, 2.35909, -1.97809], [-4.89772, 3.05143, -2.06016], [-5.00206, 4.23494, -1.23081], [-3.11917, 1.76597, -0.75802], [-2.64989, 3.02209, -2.04932], [-3.32565, 1.61164, -2.75187], [-5.60783, 2.33980, -1.63523], [-5.05608, 3.20005, -3.12736], [-5.25102, 3.94656, -0.34936], [-3.56884, 0.92225, -0.63612], [3.54300, 2.31607, -2.13149], [4.39883, 1.67459, -3.19617], [4.23049, 2.08952, -4.54524], [3.92976, 3.69480, -2.03166], [3.93956, 1.97172, -1.17433], [2.47455, 2.12024, -2.02761], [4.17603, 0.60633, -3.26912], [5.46049, 1.67602, -2.94909], [3.44257, 2.63335, -4.62060], [3.65122, 4.18432, -2.81023], [2.23816, -1.13795, 4.83843], [1.89385, -1.19264, 6.32461], [2.87740, -1.94036, 7.00109], [1.70183, -2.26750, 4.06379], [3.29125, -1.06951, 4.56026], [1.92374, -0.18636, 4.40198], [0.86531, -1.50371, 6.52198], [1.86806, -0.19312, 6.76461], [3.00269, -1.51653, 7.85326], [2.16090, -2.18439, 3.21811]],
  "lumo_ev": -0.14,
  "de_lowest_kcal_mol": 99.2,
  "e_homo_ev": -8.617,
  "total_energy_ha": -3193.81433,
  "fmax_ha_per_bohr": 0.080,
  "gap_ev": 8.5
}